No. 1
Formula: H5O3
Source: OMol25
Level of theory: ωB97M-V/def2-TZVPD

XYZ file:
```
8
H5O3 (ωB97M-V/def2-TZVPD)
O -1.827 -0.744 1.174
H -2.617 -1.168 0.769
O 2.219 0.239 -0.787
H 1.012 0.209 -0.843
H 2.471 0.498 0.088
O -0.186 0.232 -0.673
H -1.260 -0.396 0.485
H 0.188 1.129 -0.213
```

The HOMO energy comes out at -4.0 eV. As for the spin multiplicity: 1. The value obtained for the orbital gap is 8.638 eV. The energy relative to the best compared isomer or geometry (same formula, charge and spin) is 18.8 kcal/mol. Its total charge is -1. Its total energy is -228.72100 hartree.

***

No. 2
Formula: H5OS2
Source: OMol25
Level of theory: ωB97M-V/def2-TZVPD

XYZ file:
```
8
H5OS2 (ωB97M-V/def2-TZVPD)
O 1.629 2.375 0.485
H 1.959 3.059 -0.103
H 1.198 1.639 -0.043
H -0.969 -0.526 -0.368
S 0.885 -0.194 -0.784
S -1.771 -1.043 0.614
H 1.143 -1.152 -1.715
H -2.195 -2.224 1.073
```

The HOMO energy comes out at -15.6 eV. As for the spin multiplicity: 1. The value obtained for the orbital gap is 5.113 eV. The energy relative to the best compared isomer or geometry (same formula, charge and spin) is 126.8 kcal/mol. Its total charge is +1. Its total energy is -874.09090 hartree.

***

total charge of number 2 (H5OS2)? +1